Computed, not measured: the ion C9H20NOS with charge +1 at a distorted geometry, with wB97M-V/def2-TZVPD.

Each line ends with the natural charge from an NBO analysis.
Geometry (Å):
C  -1.10700  1.28445  0.21965  -0.447
C  -1.35152  0.68894  -1.18710  0.099
C  -0.71556  0.23976  1.32210  0.127
C  1.09973  -0.96977  0.09430  0.323
C  -1.97120  1.61609  -2.30034  -0.640
C  0.13629  0.80256  2.39612  -0.629
C  -2.02273  -0.33507  1.96867  -0.627
C  1.39326  -2.26930  -0.55086  -0.689
C  3.66734  -0.49126  -0.62741  -0.789
N  -0.02058  -0.89489  0.67897  -0.516
O  -0.07154  0.19892  -1.74909  -0.771
S  2.32928  0.27603  0.20600  0.406
H  -0.36506  2.11878  0.29706  0.234
H  -2.11894  1.73533  0.34458  0.247
H  -2.14498  -0.06289  -1.10965  0.170
H  -2.88726  2.03253  -1.98496  0.227
H  -2.38734  1.12964  -3.21850  0.228
H  -1.28559  2.29213  -2.66884  0.220
H  1.14473  0.88185  2.07953  0.222
H  0.06841  0.29330  3.35136  0.240
H  -0.27217  1.85755  2.53477  0.237
H  -1.80919  -1.00380  2.75987  0.223
H  -2.79847  -0.81775  1.39459  0.226
H  -2.52166  0.46847  2.43643  0.235
H  2.37755  -2.54430  -0.18176  0.262
H  1.66606  -2.22414  -1.58930  0.265
H  0.74003  -3.03027  -0.34050  0.239
H  3.36544  -0.75380  -1.57836  0.233
H  4.29176  -1.27023  0.06591  0.257
H  4.40335  0.34007  -0.65998  0.270
H  -0.68871  -1.66123  0.29145  0.425
H  -0.14375  0.07229  -2.69473  0.490

As for the gap between HOMO and LUMO: 10.277 eV. The strongest force on any atom is 4.92 eV/Å. The calculation puts the LUMO energy at -3.057 eV. The energy above the lowest of the compared OMol25 structures with the same formula, charge and spin is 0.000 eV. As for the total charge: +1. The highest occupied orbital energy is -13.334 eV.

Computed, not measured: a cluster of 2 separate species, C3H8O3 in total at a distorted geometry, with wB97M-V/def2-TZVPD.

Each line ends with the natural charge from an NBO analysis.
Geometry (Å):
O  0.37188  0.30290  0.48240  -0.528
O  0.45753  -1.04196  -1.33713  -0.510
C  0.15224  -1.01338  0.03670  0.214
C  1.38638  0.78185  -0.42283  -0.113
C  1.65762  -0.35978  -1.41309  -0.105
H  -0.87879  -1.37212  0.22038  0.180
H  0.84405  -1.68399  0.58180  0.122
H  2.20030  1.04409  0.28018  0.185
H  1.00435  1.72356  -0.86179  0.188
H  2.46594  -1.00044  -1.01106  0.160
H  1.94367  -0.06181  -2.44014  0.207
O  -3.69053  1.18278  1.74765  -0.938
H  -3.26658  0.54047  2.36081  0.470
H  -4.64806  0.95789  1.77608  0.468

As for the gap between HOMO and LUMO: 10.668 eV. The strongest force on any atom is 2.15 eV/Å. The calculation puts the LUMO energy at 0.839 eV. The energy above the lowest of the compared OMol25 structures with the same formula, charge and spin is 1.905 eV. The SMILES is C1COCO1.O. The highest occupied orbital energy is -9.828 eV.

Computed, not measured: a structure of composition C9H8F6N7NaO4S2, with wB97M-V/def2-TZVPD.

Each line ends with the natural charge from an NBO analysis.
Geometry (Å):
Na  -0.14246  -0.15520  0.05880  0.882
F  -3.49273  2.19654  2.77577  -0.323
C  -3.63387  1.70916  1.53534  0.713
F  -4.69982  2.29714  0.98233  -0.322
F  -3.87809  0.40437  1.62684  -0.311
S  -2.09486  2.07362  0.60179  2.261
O  -1.06269  1.38149  1.34517  -0.950
O  -2.03923  3.49869  0.50085  -0.909
N  -2.48171  1.29282  -0.71676  -1.281
S  -1.68706  1.26132  -2.08493  2.259
O  -0.63408  0.26747  -2.06219  -0.948
O  -1.43299  2.52892  -2.69435  -0.907
C  -3.01292  0.48937  -3.09331  0.713
F  -3.44187  -0.66289  -2.58458  -0.312
F  -2.52509  0.24790  -4.31802  -0.323
F  -4.06246  1.30768  -3.22336  -0.322
N  4.48206  3.12632  -1.14431  -0.716
N  3.61507  2.62165  -0.03260  -0.026
N  4.13870  1.43635  0.53787  -0.468
C  3.07274  0.65809  0.52516  0.107
N  1.97838  1.14644  -0.05590  -0.457
N  2.31011  2.38622  -0.51234  -0.245
H  5.24939  2.45310  -1.12713  0.330
H  3.94290  2.85323  -1.96977  0.327
H  3.08091  -0.33879  0.94837  0.182
N  0.34131  -2.16369  0.76684  -0.550
C  0.37397  -3.40595  1.19398  0.102
C  -0.17626  -3.78545  2.46466  -0.332
C  -0.13308  -5.09450  2.89693  -0.193
C  0.43975  -6.11722  2.13731  -0.392
C  0.98469  -5.76064  0.90180  -0.192
C  0.96581  -4.46534  0.42793  -0.333
H  -0.62523  -3.02013  3.08505  0.196
H  -0.56199  -5.32287  3.86993  0.180
H  0.46647  -7.13914  2.49374  0.181
H  1.44987  -6.52222  0.28012  0.180
H  1.40451  -4.22727  -0.53260  0.197

As for the gap between HOMO and LUMO (alpha / beta): 3.625 / 5.514 eV. The strongest force on any atom is 0.91 eV/Å. The calculation puts the LUMO energy (alpha / beta) at 4.191 / 4.164 eV. As for the total charge: -2. The highest occupied orbital energy (alpha / beta) is 0.567 / -1.350 eV.

Computed, not measured: a structure of composition C21H19Cl3N5O8S4V, with wB97M-V/def2-TZVPD.

Each line ends with the natural charge from an NBO analysis.
Geometry (Å):
V  -0.33559  1.14359  -2.86093  1.392
O  3.07140  -3.56401  -4.52064  -0.649
C  2.37048  -2.45192  -4.20048  0.366
C  2.93532  -1.41913  -3.45239  -0.292
C  2.13155  -0.34627  -3.14589  0.184
N  0.88417  -0.30044  -3.58055  -0.475
C  0.34581  -1.23928  -4.34650  0.152
C  1.05510  -2.37055  -4.66959  -0.272
C  -1.06897  -0.85040  -4.77704  0.759
O  -1.73267  -1.60789  -5.44907  -0.605
O  -1.39192  0.33717  -4.35442  -0.706
C  2.49854  0.90187  -2.35702  0.772
O  3.61557  1.04688  -1.91595  -0.604
O  1.50249  1.74180  -2.28662  -0.743
H  3.94792  -3.51728  -4.12219  0.484
H  3.95490  -1.44746  -3.08953  0.240
H  0.61728  -3.15086  -5.27416  0.254
S  -0.03026  3.55484  3.14519  -0.700
S  -1.52377  2.54714  4.10446  -0.036
S  -3.12050  2.12634  2.92756  -0.023
S  -2.63696  0.34819  1.91166  0.097
Cl  -3.98174  -0.14442  -2.17424  0.082
C  -3.76470  -0.53889  -0.48014  -0.203
Cl  -5.31565  -1.09485  0.20126  0.020
Cl  -2.57135  -1.83607  -0.31286  0.030
C  -3.36690  0.73264  0.35204  0.355
O  -3.72056  1.81791  0.00386  -0.518
O  -0.98809  0.76152  -1.49609  -0.533
C  0.00164  -0.74422  5.73691  -0.637
C  0.21601  -1.11363  4.29694  0.052
C  -0.12896  -2.37648  3.83156  -0.251
C  0.03826  -2.73151  2.50261  0.034
C  -0.38450  -4.12118  2.08570  -0.640
C  0.58525  -1.78867  1.60856  -0.159
C  0.78186  -2.19619  0.21033  0.416
O  1.27335  -1.54367  -0.68734  -0.570
C  0.91254  -0.49498  2.05712  0.078
C  1.42308  0.57478  1.13929  -0.651
C  0.72732  -0.18689  3.39771  -0.239
H  -0.13300  -1.63057  6.35730  0.203
H  -0.88551  -0.11598  5.83380  0.238
H  0.84483  -0.17052  6.12275  0.220
H  -0.54449  -3.10096  4.52407  0.197
H  -0.76000  -4.66223  2.95355  0.214
H  0.43831  -4.70098  1.66473  0.213
H  -1.18467  -4.09507  1.34467  0.222
H  0.43005  -3.21656  -0.02178  0.106
H  2.36283  0.29386  0.66320  0.235
H  1.56173  1.50039  1.69607  0.222
H  0.70943  0.74518  0.32919  0.241
H  0.95411  0.81753  3.73400  0.234
N  -0.48286  5.58737  0.57682  -0.782
C  -0.20449  4.70374  -0.39083  0.673
N  0.45403  3.60010  -0.07612  -0.798
N  -0.57367  5.03379  -1.64996  -0.659
C  -0.68936  4.03501  -2.44938  0.651
N  -0.78924  3.11695  -3.16332  -0.608
H  -0.40751  5.27131  1.54451  0.433
H  -1.20024  6.25849  0.36498  0.401
H  0.47612  3.28705  0.89405  0.443
H  0.79687  2.98461  -0.81139  0.439

The expectation value of S² is 0.761. As for the gap between HOMO and LUMO (alpha / beta): 6.652 / 6.661 eV. The strongest force on any atom is 0.43 eV/Å. The calculation puts the LUMO energy (alpha / beta) at 2.001 / 2.011 eV. As for the spin multiplicity: 2. The energy above the lowest of the compared OMol25 structures with the same formula, charge and spin is 0.000 eV. As for the total charge: -1. The highest occupied orbital energy (alpha / beta) is -4.650 / -4.650 eV.